Molecular formula: C9H18O
Method: DFT, ωB97M-V/def2-TZVPD

Structure (ORCA input):
```
! wB97M-V def2-TZVPD RIJCOSX def2/J DEFGRID3
* xyz 0 1
C -1.259 -0.423 -0.425
C -2.680 -0.126 -0.901
C 1.723 -1.643 -1.212
C 1.769 -0.613 -0.135
C 1.571 -0.986 1.220
O -1.185 -1.643 0.232
H -1.456 -1.486 1.155
H -0.580 -0.446 -1.274
H -3.050 -0.997 -1.448
H -2.707 0.734 -1.567
H -3.348 0.059 -0.060
H 2.543 -2.356 -1.076
H 0.802 -2.226 -1.152
H 1.813 -1.220 -2.212
H 1.578 -2.057 1.403
H 2.208 -0.455 1.925
C -1.213 2.271 0.157
C 2.213 0.774 -0.471
C -1.026 0.952 0.828
C -0.711 0.527 1.988
H -2.263 2.463 -0.069
H -0.644 2.313 -0.772
H -0.862 3.071 0.809
H 2.085 1.011 -1.525
H 3.278 0.895 -0.232
H 1.665 1.509 0.119
H -0.695 0.622 3.050
H 0.432 -0.523 1.646
*
```

Computed properties:
HOMO-LUMO gap (alpha / beta): 7.55 / 6.68 eV
LUMO (alpha / beta): 0.48 / -0.08 eV
energy above the lowest of the compared OMol25 structures with the same formula, charge and spin: 133.2 kcal/mol
E_HOMO (alpha / beta): -7.07 / -6.76 eV

natural (NBO) population analysis, charges in e, atoms 1 to 6:
1 C 0.104
2 C -0.650
3 C -0.690
4 C 0.197
5 C -0.646
6 O -0.741